Record 1
Entry from OMol25: C4H7NO2 as an isolated structure (the ωB97M-V functional and the def2-TZVPD basis).

M = 101.10 g mol⁻¹
Kohn-Sham gap = 9.21 eV

Last column: Löwdin charge in e.
Cartesian coordinates (Å):
C1 -1.057 0.783 -0.364  -0.02
C2 -0.656 -0.539 1.059  -0.40
O1 -0.417 -1.605 0.219  -0.04
C3 0.783 -1.236 -0.419  -0.11
C4 0.875 0.246 -0.142  -0.33
N1 1.697 1.115 -0.420  0.18
O2 0.346 -0.002 1.632  -0.01
H1 -0.917 1.814 -0.032  0.06
H2 -2.106 0.511 -0.172  0.07
H3 -0.938 0.702 -1.449  0.07
H4 -1.612 -0.657 1.577  0.15
H5 0.721 -1.466 -1.484  0.14
H6 1.651 -1.717 0.042  0.15
H7 1.630 2.051 -0.048  0.09

=====

Record 2
Entry from OMol25: a 2-piece molecular cluster, C4H7NO2 overall (the ωB97M-V functional and the def2-TZVPD basis).

SMILES = O=C1C=NC[C@@H]1O.[H][H]
M = 101.10 g mol⁻¹
Kohn-Sham gap = 9.67 eV

Last column: Löwdin charge in e.
Cartesian coordinates (Å):
O1 2.397 -0.052 0.221  0.00
C1 1.137 0.087 0.818  -0.31
C2 0.300 1.218 0.215  -0.14
N1 -1.054 0.690 -0.032  0.07
C3 -1.077 -0.569 0.158  -0.08
C4 0.255 -1.128 0.553  -0.31
O2 0.621 -2.280 0.581  0.12
H1 2.655 -0.981 0.334  0.10
H2 1.219 0.213 1.910  0.16
H3 0.217 2.101 0.853  0.12
H4 0.725 1.534 -0.743  0.13
H5 -2.530 0.380 -2.185  0.00
H6 -2.893 -0.048 -2.675  0.02
H7 -1.972 -1.165 -0.007  0.12

=====

Record 3
Entry from OMol25: a 2-piece molecular cluster, C4H7NO2 overall (the ωB97M-V functional and the def2-TZVPD basis).

SMILES = [H]/N=C/CC.O=C=O
M = 101.10 g mol⁻¹
Kohn-Sham gap = 11.07 eV

Last column: Löwdin charge in e.
Cartesian coordinates (Å):
C1 -1.475 -0.659 -0.010  -0.11
C2 -1.169 0.724 -0.581  -0.24
C3 0.160 1.318 -0.208  -0.23
N1 0.996 0.749 0.560  0.10
C4 2.357 -1.603 0.600  -0.44
O1 3.280 -0.967 0.923  0.17
O2 1.485 -2.300 0.265  0.17
H1 -0.583 -1.287 0.010  0.04
H2 -2.234 -1.160 -0.619  0.07
H3 -1.857 -0.595 1.013  0.08
H4 -1.210 0.709 -1.680  0.11
H5 -1.939 1.448 -0.280  0.11
H6 0.359 2.299 -0.666  0.11
H7 1.831 1.325 0.673  0.06

=====

Record 4
Entry from OMol25: a single C4H7NO2 molecule in a non-equilibrium geometry (the ωB97M-V functional and the def2-TZVPD basis).

SMILES = O=C1CNC[C@@H]1O
M = 101.10 g mol⁻¹
Kohn-Sham gap = 10.40 eV

Last column: Löwdin charge in e.
Cartesian coordinates (Å):
O1 -2.130 0.598 -0.012  -0.01
C1 -0.971 0.013 0.492  -0.32
C2 -0.360 -1.097 -0.383  -0.16
N1 0.794 -0.383 -0.977  -0.02
C3 1.450 0.284 0.309  -0.05
C4 0.157 1.033 0.385  -0.40
O2 -0.016 2.176 0.032  0.11
H1 -1.822 1.455 -0.362  0.09
H2 -1.106 -0.337 1.524  0.15
H3 -0.018 -1.961 0.209  0.11
H4 -1.125 -1.461 -1.087  0.13
H5 1.266 -0.977 -1.663  0.12
H6 2.278 1.027 0.332  0.13
H7 1.602 -0.369 1.201  0.12

=====

Record 5
Entry from OMol25: a single C4H7NO2 molecule in a non-equilibrium geometry (the ωB97M-V functional and the def2-TZVPD basis).

SMILES = C1=NOCCOC1
M = 101.10 g mol⁻¹
Kohn-Sham gap = 10.01 eV

Last column: Löwdin charge in e.
Cartesian coordinates (Å):
C1 -0.848 1.037 0.254  -0.14
C2 -1.626 -0.423 -0.025  -0.19
C3 1.360 -0.833 0.117  -0.19
C4 1.477 0.420 -0.279  -0.21
H1 -1.545 1.858 0.122  0.09
H2 -0.717 1.124 1.431  0.15
H3 -1.669 -1.122 0.714  0.06
H4 -2.696 -0.154 -0.563  0.17
H5 2.168 -1.488 0.486  0.15
H6 2.161 0.328 -1.201  0.17
H7 2.240 0.886 0.405  0.15
N1 0.253 -1.514 0.097  0.07
O1 -0.774 -1.152 -0.849  -0.15
O2 0.216 1.032 -0.710  -0.11

=====

Record 6
Entry from OMol25: C4H7NO2 as an isolated structure in a non-equilibrium geometry (the ωB97M-V functional and the def2-TZVPD basis).

M = 101.10 g mol⁻¹
Kohn-Sham gap = 8.47 eV

Last column: Löwdin charge in e.
Cartesian coordinates (Å):
N1 0.576 1.076 0.543  0.09
C1 0.511 -0.154 1.468  -0.46
O1 0.348 0.047 2.642  0.09
C2 0.343 -1.363 0.624  0.01
C3 -1.005 -0.538 -0.503  -0.45
C4 -0.348 0.697 -0.962  -0.01
O2 -1.316 -0.853 -1.729  -0.12
H1 0.038 1.877 0.911  0.14
H2 1.499 1.332 0.193  0.14
H3 0.297 -2.332 1.201  0.11
H4 1.122 -1.499 -0.131  0.09
H5 -1.843 -0.424 0.218  0.13
H6 0.450 0.586 -1.701  0.12
H7 -0.744 1.743 -0.916  0.13

=====

Record 7
Entry from OMol25: a 2-piece molecular cluster, C4H7NO2 overall (the ωB97M-V functional and the def2-TZVPD basis).

M = 101.10 g mol⁻¹
Kohn-Sham gap = 10.70 eV

Last column: Löwdin charge in e.
Cartesian coordinates (Å):
C1 1.988 2.448 -0.059  -0.06
C2 0.627 -0.802 -0.431  -0.04
O1 -0.008 -0.247 0.586  -0.05
C3 -1.317 -0.806 0.807  -0.06
C4 -1.408 -1.828 -0.280  -0.40
N1 -2.355 -2.600 -0.557  0.19
O2 -0.185 -1.746 -0.954  0.03
H1 2.837 3.059 -0.380  0.02
H2 1.949 2.429 1.034  0.02
H3 1.066 2.885 -0.454  0.02
H4 2.075 1.428 -0.441  -0.02
H5 -2.063 -0.014 0.713  0.14
H6 -1.355 -1.243 1.807  0.14
H7 -2.126 -3.188 -1.357  0.08

=====

Record 8
Entry from OMol25: a single C4H7NO2 molecule in a non-equilibrium geometry (the ωB97M-V functional and the def2-TZVPD basis).

SMILES = C[C@@]1(C(N)=O)CO1
M = 101.10 g mol⁻¹
Kohn-Sham gap = 10.73 eV

Last column: Löwdin charge in e.
Cartesian coordinates (Å):
C1 1.203 -1.302 0.241  0.00
C2 0.297 -0.079 -0.248  -0.30
C3 0.790 1.232 -0.759  -0.11
O1 -0.042 0.456 -1.597  -0.03
C4 -0.928 -0.089 0.623  -0.50
O2 -0.840 -0.702 1.670  0.04
N1 -2.057 0.556 0.226  0.18
H1 2.241 -1.073 0.005  0.06
H2 1.219 -1.512 1.359  0.10
H3 0.907 -2.297 -0.144  0.08
H4 0.418 2.176 -0.336  0.12
H5 1.809 1.300 -1.150  0.12
H6 -2.868 0.395 0.809  0.12
H7 -2.149 0.940 -0.701  0.10

=====

Record 9
Entry from OMol25: a single C4H7NO2 molecule in a non-equilibrium geometry (the ωB97M-V functional and the def2-TZVPD basis).

SMILES = O=CN1CC(O)C1
M = 101.10 g mol⁻¹
Kohn-Sham gap = 9.88 eV

Last column: Löwdin charge in e.
Cartesian coordinates (Å):
O1 -2.307 -0.418 -0.627  -0.02
C1 -1.177 -0.093 0.150  -0.30
C2 -0.015 -0.978 -0.405  -0.08
N1 0.886 0.127 -0.121  -0.10
C3 -0.189 1.117 0.034  -0.05
C4 2.163 0.124 0.307  -0.34
O2 2.788 1.066 0.767  0.01
H1 -3.126 -0.247 -0.154  0.09
H2 -1.390 -0.233 1.218  0.15
H3 0.277 -1.969 -0.018  0.13
H4 -0.145 -1.050 -1.496  0.12
H5 -0.023 1.704 0.951  0.12
H6 -0.264 1.807 -0.812  0.12
H7 2.584 -0.899 0.170  0.14

=====

Record 10
Entry from OMol25: a single C4H7NO2 molecule (the ωB97M-V functional and the def2-TZVPD basis).

SMILES = O[C@@H]1CN=COC1
M = 101.10 g mol⁻¹
Kohn-Sham gap = 10.48 eV

Last column: Löwdin charge in e.
Cartesian coordinates (Å):
O1 0.386 -1.694 0.662  -0.02
C1 0.708 -0.687 -0.275  -0.35
C2 -0.527 -0.366 -1.114  -0.12
O2 -1.574 -0.018 -0.198  -0.07
C3 -1.211 0.971 0.684  -0.22
N1 -0.049 1.440 0.857  0.06
C4 1.089 0.653 0.379  -0.17
H1 -0.515 -1.502 0.966  0.09
H2 1.547 -1.087 -0.860  0.15
H3 -0.288 0.471 -1.788  0.14
H4 -0.925 -1.203 -1.688  0.13
H5 -2.020 1.305 1.346  0.14
H6 1.738 1.248 -0.279  0.12
H7 1.640 0.470 1.307  0.12

=====

For the records above, the corresponding E values read -9841.932, -9844.757, -9846.979, -9844.859, -9840.653, -9842.102, -9844.280, -9845.328, -9845.261, -9845.650 eV.
For the records above, the corresponding energy relative to the best compared isomer or geometry (same formula, charge and spin) values read 123.3, 58.2, 6.9, 55.8, 152.8, 119.4, 69.2, 45.0, 46.5, 37.6 kcal/mol.